{"formula": "C50H82F24O25", "method": "ωB97M-V with the def2-TZVPD basis set", "elements": ["C", "O", "C", "C", "O", "C", "C", "O", "C", "H", "H", "H", "H", "H", "H", "H", "H", "H", "H", "H", "H", "H", "H", "C", "O", "C", "C", "O", "C", "C", "O", "C", "H", "H", "H", "H", "H", "H", "H", "H", "H", "H", "H", "H", "H", "H", "C", "O", "C", "C", "O", "C", "C", "O", "C", "H", "H", "H", "H", "H", "H", "H", "H", "H", "H", "H", "H", "H", "H", "C", "C", "O", "C", "O", "C", "F", "F", "F", "H", "H", "H", "H", "H", "C", "C", "O", "C", "O", "C", "F", "F", "F", "H", "H", "H", "H", "H", "C", "C", "O", "C", "O", "C", "F", "F", "F", "H", "H", "H", "H", "H", "C", "C", "O", "C", "O", "C", "F", "F", "F", "H", "H", "H", "H", "H", "C", "C", "O", "C", "O", "C", "F", "F", "F", "H", "H", "H", "H", "H", "C", "C", "O", "C", "O", "C", "F", "F", "F", "H", "H", "H", "H", "H", "C", "C", "O", "C", "O", "C", "F", "F", "F", "H", "H", "H", "H", "H", "C", "C", "O", "C", "O", "C", "F", "F", "F", "H", "H", "H", "H", "H"], "positions_angstrom": [[3.73955, -1.94911, 5.46510], [3.18372, -2.12406, 4.19703], [4.03190, -1.84064, 3.11495], [3.22237, -1.97259, 1.85806], [2.84853, -3.32092, 1.64986], [3.80608, -4.11076, 0.99184], [3.90663, -3.92292, -0.51758], [2.82243, -4.50752, -1.18155], [1.99483, -3.61477, -1.89765], [4.06238, -0.91551, 5.65113], [4.60070, -2.60727, 5.65388], [2.97859, -2.20742, 6.20072], [4.82963, -2.59989, 3.09978], [4.52092, -0.85888, 3.19789], [3.73893, -1.53094, 0.99489], [2.27597, -1.43381, 1.92910], [3.55825, -5.15774, 1.16154], [4.81865, -3.90982, 1.38071], [4.82378, -4.43983, -0.82599], [4.02029, -2.86374, -0.78157], [1.75403, -2.74713, -1.27878], [1.06821, -4.08242, -2.22435], [2.49564, -3.35654, -2.84083], [-8.26008, -6.84062, -4.05068], [-8.78100, -7.43998, -2.87813], [-8.98238, -6.56212, -1.81483], [-7.72000, -5.96203, -1.20066], [-8.08113, -4.75385, -0.60238], [-7.03571, -4.22770, 0.20553], [-7.24832, -2.76311, 0.44809], [-6.30507, -2.00156, -0.27498], [-6.57647, -0.62259, -0.24350], [-8.83075, -5.92991, -4.27284], [-8.36184, -7.56054, -4.85646], [-7.20670, -6.57238, -3.92923], [-9.60964, -7.04943, -1.06677], [-9.61500, -5.70716, -2.11935], [-6.97179, -5.80830, -1.98588], [-7.30069, -6.67686, -0.48002], [-6.04874, -4.45577, -0.21401], [-6.99540, -4.81736, 1.13753], [-7.23259, -2.53395, 1.52115], [-8.24377, -2.48652, 0.07467], [-6.70510, -0.25139, 0.77759], [-7.44147, -0.33625, -0.85866], [-5.74311, -0.13605, -0.75160], [3.98568, 2.04455, 1.31911], [2.74719, 1.84317, 0.66468], [2.87518, 1.62560, -0.71669], [1.52236, 1.79500, -1.36296], [0.49859, 1.00343, -0.81890], [0.03130, 1.28731, 0.52394], [-1.42482, 0.97746, 0.61025], [-2.20705, 1.90184, -0.10629], [-3.56891, 1.75647, 0.19840], [4.49685, 1.06822, 1.33929], [3.82829, 2.38040, 2.33841], [4.59365, 2.77828, 0.78228], [3.36741, 0.66660, -0.93406], [3.52836, 2.39486, -1.16284], [1.60967, 1.46701, -2.40824], [1.19877, 2.83287, -1.51125], [0.27953, 2.31481, 0.79490], [0.63535, 0.61979, 1.14290], [-1.70683, 1.06099, 1.68015], [-1.64973, -0.07638, 0.38963], [-3.75226, 2.08873, 1.22694], [-3.96101, 0.76910, -0.04829], [-4.12508, 2.48545, -0.39804], [-0.14784, -1.44563, 3.94388], [-0.44966, -0.39933, 4.99805], [0.60851, 0.58472, 4.92232], [0.31816, 1.82876, 4.62998], [-0.74142, 2.29771, 4.34037], [1.60289, 2.68987, 4.61051], [1.74012, 3.30771, 5.80035], [2.69453, 1.93103, 4.41732], [1.54419, 3.60805, 3.67432], [0.22680, -0.97478, 3.03042], [-1.06771, -1.91490, 3.59051], [0.61494, -2.14672, 4.27043], [-0.45190, -0.79005, 6.01146], [-1.41809, 0.04443, 4.78306], [-0.39275, -4.03714, -4.67556], [-1.82349, -3.86041, -4.16927], [-1.83688, -3.67077, -2.76681], [-2.78521, -4.24377, -2.05454], [-3.67702, -4.92898, -2.45392], [-2.61068, -3.92798, -0.55234], [-3.81663, -3.74641, -0.02234], [-2.02285, -4.95119, 0.07938], [-1.88116, -2.83119, -0.34302], [0.16870, -4.78045, -4.11730], [0.13788, -3.08861, -4.69013], [-0.48330, -4.31679, -5.72746], [-2.39103, -4.72660, -4.50485], [-2.23100, -2.98165, -4.67253], [7.02205, 1.08440, 4.70112], [6.78365, 2.39144, 3.99176], [6.45967, 3.36289, 4.98738], [5.68751, 4.37188, 4.62134], [5.10347, 4.49255, 3.58899], [5.46799, 5.31185, 5.83083], [5.35367, 4.62453, 6.97153], [6.57647, 6.09328, 5.95047], [4.41873, 6.08904, 5.66543], [6.14088, 0.68937, 5.21875], [7.68234, 1.21883, 5.56563], [7.42326, 0.32105, 4.03839], [5.93585, 2.26963, 3.31834], [7.68673, 2.64718, 3.43956], [-1.06368, 3.89258, -2.64726], [-0.31697, 4.22026, -3.91799], [-0.03306, 5.61110, -4.00602], [0.63366, 6.01444, -5.06912], [0.87165, 5.36292, -6.04308], [1.00346, 7.50345, -5.00690], [2.26387, 7.68234, -5.37376], [0.23375, 8.19306, -5.86029], [0.83616, 8.01462, -3.78859], [-1.98517, 4.47165, -2.56468], [-0.52467, 4.12090, -1.72707], [-1.27250, 2.82400, -2.68017], [-0.91202, 3.89130, -4.77587], [0.56983, 3.58038, -3.99533], [-3.44883, 3.07024, 6.86533], [-4.06522, 1.73919, 7.23726], [-3.98230, 0.81390, 6.14117], [-4.97508, 0.81032, 5.27034], [-5.89728, 1.56491, 5.23223], [-4.78664, -0.33423, 4.25329], [-4.58934, 0.15135, 3.02469], [-3.74220, -1.11187, 4.54718], [-5.89515, -1.07582, 4.23709], [-3.60770, 3.79253, 7.66637], [-3.90431, 3.42369, 5.94160], [-2.37047, 3.01142, 6.71464], [-5.09857, 1.88362, 7.55269], [-3.54193, 1.23635, 8.04812], [6.56809, -1.23321, -0.50603], [7.27379, -0.21654, 0.37441], [8.01053, 0.73949, -0.41457], [7.34054, 1.63871, -1.09325], [6.14763, 1.72800, -1.16848], [8.28929, 2.65300, -1.78370], [7.74014, 3.87215, -1.70399], [9.48592, 2.69290, -1.21101], [8.41752, 2.34845, -3.07995], [6.33253, -2.15456, 0.02155], [7.13454, -1.44073, -1.41351], [5.63632, -0.79319, -0.87379], [8.06204, -0.70224, 0.94572], [6.58630, 0.29194, 1.04795], [4.03195, 3.40839, -4.07139], [4.34452, 1.92778, -4.06734], [3.14622, 1.30901, -4.59466], [2.90935, 0.04064, -4.36788], [3.67100, -0.75882, -3.90723], [1.44581, -0.33106, -4.69167], [1.36950, -1.07712, -5.79827], [0.96211, -1.04903, -3.67854], [0.68501, 0.75541, -4.84556], [4.79833, 3.95098, -3.51986], [3.05521, 3.59123, -3.62110], [3.95954, 3.77434, -5.09544], [4.55718, 1.57281, -3.06180], [5.16032, 1.68645, -4.74710], [-3.55290, -0.26884, -2.94399], [-4.79325, -0.64684, -3.74656], [-5.19508, 0.46066, -4.56280], [-6.10490, 1.31110, -4.14377], [-6.64550, 1.32348, -3.07745], [-6.24973, 2.48352, -5.13449], [-5.91367, 2.15228, -6.37515], [-7.47858, 2.97662, -5.12963], [-5.39869, 3.44849, -4.73190], [-3.39618, -0.96469, -2.12432], [-3.65550, 0.75330, -2.57471], [-2.71160, -0.21891, -3.63874], [-5.61999, -0.93258, -3.09416], [-4.58312, -1.47415, -4.41958]], "lowdin_charge": [-0.11, -0.18, -0.20, -0.18, -0.11, -0.19, -0.22, -0.17, -0.09, 0.08, 0.09, 0.09, 0.12, 0.12, 0.11, 0.12, 0.13, 0.11, 0.13, 0.10, 0.10, 0.06, 0.09, -0.10, -0.18, -0.22, -0.21, -0.13, -0.18, -0.19, -0.19, -0.11, 0.09, 0.09, 0.08, 0.13, 0.13, 0.12, 0.13, 0.11, 0.13, 0.12, 0.13, 0.09, 0.09, 0.05, -0.08, -0.18, -0.20, -0.19, -0.12, -0.16, -0.21, -0.17, -0.11, 0.07, 0.06, 0.10, 0.13, 0.11, 0.11, 0.11, 0.14, 0.11, 0.12, 0.13, 0.09, 0.06, 0.10, -0.03, -0.16, 0.04, -0.41, 0.16, -0.54, 0.16, 0.15, 0.20, 0.07, 0.08, 0.07, 0.13, 0.10, -0.05, -0.20, 0.04, -0.40, 0.17, -0.55, 0.17, 0.17, 0.16, 0.08, 0.05, 0.09, 0.12, 0.12, -0.06, -0.19, 0.04, -0.39, 0.17, -0.54, 0.17, 0.14, 0.19, 0.07, 0.09, 0.07, 0.10, 0.14, -0.06, -0.21, 0.06, -0.40, 0.17, -0.56, 0.18, 0.17, 0.17, 0.09, 0.08, 0.08, 0.13, 0.11, -0.05, -0.19, 0.02, -0.40, 0.18, -0.54, 0.16, 0.16, 0.17, 0.08, 0.09, 0.07, 0.12, 0.13, -0.05, -0.17, 0.04, -0.38, 0.14, -0.54, 0.16, 0.18, 0.17, 0.07, 0.10, 0.06, 0.13, 0.10, -0.04, -0.17, 0.02, -0.42, 0.16, -0.55, 0.17, 0.16, 0.17, 0.08, 0.07, 0.09, 0.09, 0.14, -0.03, -0.17, 0.04, -0.40, 0.17, -0.55, 0.17, 0.18, 0.16, 0.08, 0.07, 0.08, 0.12, 0.12], "lumo_ev": 0.2, "orbital_gap_ev": 9.643, "smiles": "CCOC(=O)C(F)(F)F.CCOC(=O)C(F)(F)F.CCOC(=O)C(F)(F)F.CCOC(=O)C(F)(F)F.CCOC(=O)C(F)(F)F.CCOC(=O)C(F)(F)F.CCOC(=O)C(F)(F)F.CCOC(=O)C(F)(F)F.COCCOCCOC.COCCOCCOC.COCCOCCOC", "energy_ev": -169584.5812, "e_above_lowest_ev": 0.2128}